[1]
# C14H20FN4O7Pt

C14H20FN4O7Pt as an isolated structure (ωB97M-V/def2-TZVPD, OMol25).

CARTESIAN COORDINATES (ANGSTROEM)
Pt 0.062631 0.775683 0.158990
C 2.347650 -2.618075 -3.382331
N 2.506272 -1.425510 -2.555262
C 3.821244 -0.784577 -2.568283
C 1.532799 -0.934602 -1.805545
O 1.704546 0.043264 -1.055491
C 0.177781 -1.637742 -1.845947
O -0.841335 -0.847793 -1.237646
C -1.819627 -0.273256 -2.100017
C -1.485784 1.184480 -2.415415
O -0.554845 1.733606 -1.802795
N -2.207261 1.818547 -3.330148
C -1.949481 3.228511 -3.618706
C -3.342857 1.247182 -4.039936
H 3.325599 -3.075108 -3.508371
H 1.704501 -3.353076 -2.902943
H 1.953137 -2.372801 -4.370119
H 4.548073 -1.409383 -2.049598
H 4.136419 -0.650943 -3.602149
H 3.760085 0.180066 -2.077544
H -0.103619 -1.893343 -2.866919
H 0.252929 -2.559450 -1.264040
H -1.902637 -0.866434 -3.010330
H -2.768649 -0.319594 -1.563590
H -1.050029 3.548459 -3.106191
H -1.829093 3.358650 -4.693478
H -2.793421 3.830246 -3.280063
H -3.547329 0.226553 -3.733467
H -4.231837 1.845230 -3.837681
H -3.154002 1.261723 -5.113523
F -0.149612 -2.895391 6.454572
C 0.189719 -1.667445 6.064164
C -0.646793 -0.917465 5.345996
N -0.316264 0.364800 4.954186
C -1.142984 1.090089 4.019894
C -0.692572 0.893035 2.589422
O -1.281602 1.536149 1.663281
O 0.250976 0.115340 2.308337
C 0.939004 0.901758 5.201249
O 1.266014 1.991015 4.787089
N 1.744648 0.118946 5.996439
C 1.509621 -1.176390 6.462614
O 2.324935 -1.783406 7.106526
H -1.624322 -1.277808 5.058434
H -1.090115 2.156147 4.233049
H -2.181151 0.775462 4.117156
H 2.648621 0.514628 6.216131

Atoms 1-6, force components in eV/Å:
Pt 0.00 0.05 0.00
C -0.03 -0.02 -0.02
N 0.03 0.02 0.02
C 0.02 0.02 -0.01
C -0.09 -0.08 0.01
O -0.02 0.06 0.00

The spin multiplicity is 3. Its expectation value of S² is 2.004. As for the charge: +1.

---

[2]
# C19H26N6O2S4Y

C19H26N6O2S4Y as an isolated structure (ωB97M-V/def2-TZVPD, OMol25).

CARTESIAN COORDINATES (ANGSTROEM)
Y -0.074385 0.278258 0.165065
N 0.600252 0.051998 2.594484
C 1.702755 0.902227 3.129522
C 1.438627 2.392599 2.942939
C 1.745205 2.956044 1.561827
N 0.692315 2.657341 0.560432
H -0.263664 0.307996 3.065490
H 0.765290 -0.910755 2.874490
H 2.622308 0.617593 2.613573
H 1.847140 0.689377 4.187864
H 2.059070 2.927164 3.662873
H 0.401787 2.618614 3.215689
H 2.674173 2.529859 1.183471
H 1.896652 4.033100 1.636440
H 1.007141 2.995920 -0.343543
H -0.152883 3.178811 0.778997
O 0.175863 0.002724 -2.050199
N 1.274358 -0.021099 -2.798688
C 1.091544 -0.122189 -4.138933
C 2.154456 -0.157044 -4.990772
C 3.443256 -0.079090 -4.450840
C 3.603535 0.045138 -3.096271
C 2.499585 0.090667 -2.222133
S 2.655116 0.330990 -0.527456
H 0.055885 -0.172574 -4.437904
H 1.979888 -0.235988 -6.054155
H 4.310017 -0.105094 -5.098913
H 4.584645 0.128486 -2.650084
C -3.891192 -1.486745 -2.405718
N -2.563787 -2.104955 -2.412111
C -1.919175 -2.643773 -3.516248
C -0.720396 -3.077695 -3.104118
N -0.642532 -2.800657 -1.739893
C -1.781156 -2.180601 -1.320595
S -2.209121 -1.637281 0.225980
C 0.469621 -3.132719 -0.920763
C 1.132927 -4.326290 -1.164606
C 2.212477 -4.650004 -0.370087
C 2.580289 -3.781530 0.644267
C 1.856195 -2.619948 0.795479
N 0.811556 -2.276835 0.029202
H -4.301742 -1.567011 -3.408070
H -3.797873 -0.441885 -2.116579
H -4.538005 -1.998085 -1.698888
H -2.374453 -2.666730 -4.491069
H 0.089401 -3.526396 -3.652004
H 0.782214 -5.000704 -1.933554
H 2.748526 -5.576267 -0.531830
H 3.414298 -3.992039 1.298492
H 2.148298 -1.903329 1.551323
C -4.700248 3.249472 -0.625497
O -4.022942 2.675964 0.510884
C -2.872627 2.046054 0.393030
S -2.096532 1.794373 -1.095174
S -2.205617 1.473780 1.841748
H -4.872272 4.296190 -0.392770
H -5.649466 2.729459 -0.722854
H -4.116598 3.148813 -1.533839

Atoms 1-6, force components in eV/Å:
Y -0.41 0.09 -0.11
N 0.23 0.01 -0.07
C -0.11 -0.09 -0.13
C -0.10 -0.01 0.01
C -0.07 -0.03 -0.13
N 0.01 -0.17 0.19

As for the charge: +1. Its energy above the lowest of the compared OMol25 structures with the same formula, charge and spin is 3.9 kcal per mole.

---

[3]
# C4H6ClNO2S

One molecule with the formula C4H6ClNO2S (ωB97M-V/def2-TZVPD, OMol25).

CARTESIAN COORDINATES (ANGSTROEM)
C 0.973686 -0.058010 0.257370
C -0.356849 -0.647024 -0.297571
C 0.983715 1.309245 0.832702
C -2.850088 0.264086 -0.828565
N 0.332357 2.224846 0.188914
O -0.199130 1.948223 -1.050301
O 0.212664 3.370112 0.479506
S -1.342151 0.553377 -1.385453
Cl -3.021689 0.044071 0.934982
H 1.177230 -0.761323 1.101165
H 1.473096 -0.198399 -0.657241
H -0.254833 -1.555141 -0.855264
H -1.028291 -0.708411 0.570825
H 1.527340 1.442778 1.779619
H -3.701708 0.625868 -1.333623

Atoms 1-6, force components in eV/Å:
C -1.82 -1.50 0.21
C -1.48 2.54 1.68
C -0.12 -1.68 -0.24
C 1.83 0.04 1.77
N 0.76 -0.74 0.28
O -0.40 -0.92 -0.66

As for the charge: 0. Its energy above the lowest of the compared OMol25 structures with the same formula, charge and spin is 104.0 kcal per mole.

---

[4]
# C14H23B

One molecule with the formula C14H23B (ωB97M-V/def2-TZVPD, OMol25).

CARTESIAN COORDINATES (ANGSTROEM)
C 1.170928 -1.294676 -2.550400
C 0.842081 -1.491081 -1.122571
B 1.374312 -0.350679 -0.029573
C 3.108043 -0.698956 0.136865
C 4.163990 0.385063 0.351488
C -0.167460 0.724853 0.623265
C 0.189030 1.052789 2.108281
C -0.104425 1.858108 -0.254256
C -1.170268 2.969304 -0.166537
C -1.394678 -0.177164 0.499918
C -1.830341 -0.988122 1.548788
C -3.076660 -1.551007 1.505324
C -3.787909 -1.636393 0.364022
C -3.393154 -0.985218 -0.773986
C -2.303972 -0.178512 -0.623039
H 0.784078 -0.334901 -2.897515
H 2.214767 -1.377053 -2.906183
H 0.617084 -2.003474 -3.062311
H -0.286356 -1.562337 -1.188876
H 1.081389 -2.588058 -0.591023
H 3.282519 -1.261806 -0.776582
H 3.327991 -1.470895 0.866834
H 3.982818 0.803651 1.359898
H 4.105251 1.252549 -0.410091
H 5.207592 -0.037090 0.396972
H 1.027904 1.717591 2.177571
H 0.328740 0.247941 2.845498
H -0.547104 1.699439 2.578980
H -0.045759 1.545760 -1.238752
H 0.901970 2.184735 -0.226931
H -0.795547 3.839404 -0.707359
H -2.035517 2.528221 -0.608147
H -1.292996 3.342344 0.828028
H -1.275489 -1.062332 2.472022
H -3.390194 -2.232202 2.326441
H -4.777774 -2.137756 0.381868
H -3.973855 -0.986536 -1.636593
H -2.061023 0.254510 -1.601329

Atoms 1-6, force components in eV/Å:
C 1.80 0.87 -0.77
C -1.37 -1.18 3.64
B -0.69 -1.77 -0.45
C -1.66 1.04 -0.42
C 0.18 1.15 -0.05
C 2.60 -4.58 1.92

As for the charge: 0. As for the structure (SMILES): CCB(CC)[C@@](C)(CC)c1ccccc1. Its energy above the lowest of the compared OMol25 structures with the same formula, charge and spin is 33.3 kcal per mole.

---

[5]
# C22H30N4O6S

One molecule with the formula C22H30N4O6S (ωB97M-V/def2-TZVPD, OMol25).

CARTESIAN COORDINATES (ANGSTROEM)
C 8.073748 3.144124 -0.511743
C 7.892665 1.778615 0.124287
O 6.686962 1.207035 -0.382599
C 6.466472 -0.076883 -0.026143
O 7.213567 -0.717495 0.676217
N 5.333691 -0.574362 -0.576397
C 4.881873 -1.898735 -0.218479
C 3.554797 -1.814878 0.546056
N 2.595378 -1.079168 -0.243485
C 1.346549 -1.447488 -0.595756
O 0.596343 -0.685185 -1.184639
C 0.870927 -2.840995 -0.212905
C 0.257528 -2.809070 1.194188
N -0.761337 -1.775453 1.259623
C -0.433087 -0.543277 1.740114
S 1.012792 -0.181167 2.453088
N -1.372167 0.430374 1.668596
C -2.613454 0.262529 1.105915
C -3.523434 1.316795 1.029009
C -4.770524 1.121027 0.464498
O -5.741477 2.048627 0.354500
C -5.499269 3.387550 0.742603
C -4.680614 4.157128 -0.289458
C -5.120196 -0.165620 -0.044094
O -6.358993 -0.249626 -0.580440
C -6.775949 -1.485319 -1.131799
C -8.180563 -1.290839 -1.679908
C -4.212450 -1.197050 0.039632
C -2.953246 -0.996135 0.616804
C -1.994875 -2.090869 0.678449
O -2.207896 -3.215910 0.277884
C 3.050099 0.263462 -0.546506
C 4.366753 0.197623 -1.322892
H 8.141781 3.048195 -1.592129
H 7.228506 3.783744 -0.272158
H 8.984289 3.602180 -0.137050
H 8.729500 1.112471 -0.112293
H 7.818397 1.855192 1.215087
H 5.653117 -2.362017 0.398214
H 4.741992 -2.484985 -1.134341
H 3.200569 -2.816792 0.774313
H 3.711292 -1.278808 1.490544
H 1.657919 -3.590017 -0.264432
H 0.083581 -3.111515 -0.919068
H -0.228061 -3.764541 1.404884
H 1.009649 -2.590770 1.954149
H -1.093835 1.337478 2.019604
H -3.229667 2.278105 1.419179
H -5.024700 3.425186 1.730813
H -6.497313 3.826224 0.824471
H -5.190988 4.138318 -1.248696
H -4.566583 5.189356 0.029785
H -3.695780 3.715238 -0.418226
H -6.772614 -2.263157 -0.356124
H -6.090571 -1.788022 -1.934939
H -8.539305 -2.219160 -2.114841
H -8.851021 -0.986373 -0.881245
H -8.176776 -0.516247 -2.441530
H -4.428024 -2.185036 -0.332044
H 2.275085 0.754572 -1.136479
H 3.194295 0.810140 0.392646
H 4.759180 1.197700 -1.495345
H 4.195490 -0.295993 -2.286995

Atoms 1-6, force components in eV/Å:
C -0.24 -0.41 0.09
C 0.46 0.11 0.21
O -0.22 0.00 -0.12
C 0.06 -0.02 -0.14
O 0.30 -0.03 0.29
N -0.10 0.04 -0.09

As for the charge: 0. As for the structure (SMILES): CCOC(=O)N1CCN(C(=O)CCn2c(=S)[nH]c3cc(OCC)c(OCC)cc3c2=O)CC1. Its energy above the lowest of the compared OMol25 structures with the same formula, charge and spin is 0.0 kcal per mole.

---

[6]
# C4H3FS

One molecule with the formula C4H3FS (ωB97M-V/def2-TZVPD, OMol25).

CARTESIAN COORDINATES (ANGSTROEM)
C 0.602809 -0.812205 -0.281419
C 0.927855 0.429141 -0.702125
C -0.437447 -1.077122 0.619410
C -0.655038 1.418093 0.340453
F -1.119333 2.566344 -0.113026
S -1.408030 0.194224 1.105128
H 1.280082 -1.627367 -0.411715
H 1.400725 1.067127 -1.326509
H -0.591624 -2.158236 0.769804

Atoms 1-6, force components in eV/Å:
C 0.77 1.38 0.30
C -5.96 0.26 4.36
C 0.43 -1.32 -0.68
C 4.56 -1.83 -3.62
F -0.40 -0.01 0.90
S -0.90 -0.38 0.06

As for the charge: 0. Its energy above the lowest of the compared OMol25 structures with the same formula, charge and spin is 106.1 kcal per mole.

---

[7]
# H20O10

A 10-piece molecular cluster, H20O10 overall (ωB97M-V/def2-TZVPD, OMol25).

CARTESIAN COORDINATES (ANGSTROEM)
O 2.915395 0.490606 2.380205
H 3.003674 0.578944 3.326907
H 2.664913 -0.374928 2.122793
O -0.764410 0.057874 -3.665218
H -0.524257 -0.246241 -2.808958
H -1.512057 -0.492395 -3.865220
O 1.423416 -1.852236 1.453910
H 1.675914 -2.689763 1.887632
H 0.501262 -1.858694 1.734465
O 0.443193 -0.190207 -0.488581
H 0.762866 -0.934031 0.055945
H 1.056493 0.527848 -0.380924
O 1.308956 2.355053 0.550305
H 0.539084 2.097685 1.028303
H 2.003283 1.899778 0.995895
O 0.077448 2.415466 -2.655629
H -0.441807 2.389498 -1.851638
H -0.271347 1.581294 -3.030740
O -1.744134 -1.422073 -0.727565
H -1.002131 -0.783825 -0.678152
H -2.581615 -1.074814 -0.450713
O -1.004207 1.076265 1.689757
H -1.839507 1.461988 1.963653
H -1.048279 0.173545 2.001706
O -0.339281 -4.198371 0.287577
H -0.363350 -3.931648 -0.598527
H 0.378792 -3.813002 0.711058
O -1.844704 2.319677 -0.709062
H -1.722612 2.971430 0.014127
H -1.750993 1.465277 -0.293311

Atoms 1-6, force components in eV/Å:
O 0.47 1.85 -0.31
H -0.06 -0.34 0.19
H -0.46 -1.40 0.07
O -0.02 0.06 -0.95
H 0.64 -0.54 1.34
H -0.67 -0.23 -0.39

As for the charge: 0. As for the structure (SMILES): O.O.O.O.O.O.O.O.O.O. Its energy above the lowest of the compared OMol25 structures with the same formula, charge and spin is 75.2 kcal per mole.

---

[8]
# C22H29N3O5S

One molecule with the formula C22H29N3O5S (ωB97M-V/def2-TZVPD, OMol25).

CARTESIAN COORDINATES (ANGSTROEM)
C 6.569531 -6.213719 0.508329
O 6.186395 -5.648053 -0.720830
C 4.983709 -5.009713 -0.796855
C 4.656433 -4.468940 -2.042419
C 3.473475 -3.788084 -2.223988
C 2.573889 -3.641316 -1.167967
N 1.374738 -2.950198 -1.421767
C 0.737558 -2.071377 -0.464919
C 1.741604 -1.235689 0.327153
C -0.225877 -2.822687 0.444076
O -0.185287 -4.018865 0.659001
N -1.185413 -2.054449 1.018738
N -1.283620 -0.732528 0.812665
C -2.260601 -0.089821 1.317486
C -2.401861 1.333720 1.133430
C -1.488686 2.060987 0.359190
C -1.635651 3.415167 0.195330
C -2.701154 4.098375 0.797288
O -2.747945 5.428368 0.571138
C -3.795208 6.191259 1.136944
C -3.613068 7.655705 0.723153
C -2.286117 8.194902 1.250491
C -3.691783 7.791767 -0.794985
C -3.614917 3.380749 1.566806
C -3.461100 2.017559 1.727513
S 0.334173 -3.695760 -2.502397
C 0.258724 -5.431625 -1.999889
O -0.951455 -3.082436 -2.327122
O 0.914235 -3.646671 -3.812077
C 2.883966 -4.207370 0.061660
C 4.083444 -4.874195 0.252619
H 6.646033 -5.455279 1.294415
H 7.550939 -6.653378 0.337136
H 5.873871 -6.997290 0.826153
H 5.356982 -4.590860 -2.853019
H 3.213997 -3.376816 -3.185586
H 0.117619 -1.394746 -1.063373
H 2.304898 -1.846338 1.026828
H 1.203490 -0.466196 0.873838
H 2.439000 -0.767038 -0.362034
H -1.900944 -2.539205 1.569698
H -3.030120 -0.593806 1.916236
H -0.673361 1.532653 -0.107803
H -0.939506 3.984680 -0.400078
H -3.770520 6.108848 2.232556
H -4.765754 5.821656 0.778023
H -4.435213 8.220693 1.176887
H -2.248073 8.129351 2.335699
H -1.463226 7.616869 0.838931
H -2.160190 9.235631 0.963233
H -3.567816 8.831069 -1.088238
H -4.653566 7.441619 -1.163258
H -2.906808 7.201534 -1.259800
H -4.447590 3.874718 2.042218
H -4.177991 1.474295 2.326795
H -0.009385 -5.457439 -0.951565
H -0.499831 -5.901194 -2.612002
H 1.230382 -5.871734 -2.178478
H 2.178124 -4.153116 0.874817
H 4.292430 -5.294244 1.223976

Atoms 1-6, force components in eV/Å:
C 0.06 -0.09 0.20
O -0.21 0.19 -0.27
C -0.06 0.03 -0.13
C 0.14 -0.15 0.15
C 0.13 0.00 0.17
C 0.79 -0.34 0.10

As for the charge: 0. As for the structure (SMILES): COc1ccc(N([C@H](C)C(=O)N/N=C/c2ccc(OCC(C)C)cc2)S(C)(=O)=O)cc1. Its energy above the lowest of the compared OMol25 structures with the same formula, charge and spin is 66.2 kcal per mole.

---

Number 1: F_max 0.0067 Eh/bohr, electronic energy -41092.8778 eV. Number 2: F_max 0.0084 Eh/bohr, electronic energy -77544.7253 eV. Number 3: F_max 0.0659 Eh/bohr, electronic energy -33181.4970 eV. Number 4: F_max 0.1090 Eh/bohr, electronic energy -15563.7785 eV. Number 5: F_max 0.0185 Eh/bohr, electronic energy -52383.7749 eV. Number 6: F_max 0.1436 Eh/bohr, electronic energy -17743.7777 eV. Number 7: F_max 0.0607 Eh/bohr, electronic energy -20799.3531 eV. Number 8: F_max 0.0248 Eh/bohr, electronic energy -48826.5807 eV.